DFT (the ωB97M-V functional and the def2-TZVPD basis) results for a cluster of 3 separate species, C5H11NO2 in total.

Summary:
LUMO energy, Eh: -0.1304
Strongest force on any atom, eV/Å: 3.47
Net charge: 0
Highest occupied orbital energy, eV: -8.202
Kohn-Sham gap, eV: 4.7
Energy relative to the best compared isomer or geometry (same formula, charge and spin), eV: 11.667

Positions of all 19 atoms, in Å:
C 1.1449 -0.5950 0.9826
C 0.0169 -0.3456 -0.0497
C -1.3244 -0.0210 0.6126
C -1.4895 0.8171 1.7698
O -0.8363 0.7832 2.8041
N -0.1669 -1.4993 -0.8222
C -0.1970 -1.1701 -2.1958
O 1.6455 1.7418 -0.3063
H 0.9818 0.0126 1.8665
H 1.9401 -0.1401 0.3812
H 1.2598 -1.6143 1.3406
H 0.3186 0.4600 -0.7086
H -0.5721 1.4543 0.4249
H -2.1884 -0.4944 0.1666
H -2.3538 1.5027 1.8115
H -1.0957 -0.6145 -2.4883
H -0.1352 -2.0883 -2.7832
H 0.6786 -0.5621 -2.4726
H 2.3729 2.3731 -0.3338

Charges obtained by natural (NBO) population analysis, quoted in units of e:
1 C -0.567
2 C -0.216
3 C -0.249
4 C 0.240
5 O -0.565
6 N -0.025
7 C -0.518
8 O -1.129
9 H 0.264
10 H 0.298
11 H 0.220
12 H 0.277
13 H 0.380
14 H 0.246
15 H 0.165
16 H 0.261
17 H 0.220
18 H 0.256
19 H 0.441


DFT (the ωB97M-V functional and the def2-TZVPD basis) results for a structure of composition C25H33ClIrN6O5.

Summary:
LUMO energy (alpha / beta), Eh: -0.2279 / -0.3076
Strongest force on any atom, eV/Å: 0.73
Net charge: +2
2S+1: 6
Highest occupied orbital energy (alpha / beta), eV: -13.332 / -14.329
Kohn-Sham gap (alpha / beta), eV: 7.1 / 6.0
Energy relative to the best compared isomer or geometry (same formula, charge and spin), eV: 0.000

Positions of all 71 atoms, in Å:
Ir -0.1714 0.1778 0.1469
O -0.7362 -2.0725 0.4698
N -1.5671 -2.6942 -0.1869
N -2.1403 -1.9099 -1.1471
O -1.8922 -0.6865 -1.1950
C -3.0826 -2.5340 -2.0313
C -3.7091 -1.7288 -2.9764
C -4.5980 -2.3204 -3.8530
C -4.8465 -3.6875 -3.7800
C -4.2116 -4.4712 -2.8241
C -3.3196 -3.9037 -1.9334
H -3.5059 -0.6700 -3.0237
H -5.0981 -1.7149 -4.5960
H -5.5413 -4.1435 -4.4724
H -4.4109 -5.5323 -2.7687
H -2.8281 -4.5075 -1.1864
N 0.1695 2.3772 0.9002
C -0.1013 2.7530 2.3080
C -1.5494 2.5353 2.6948
C -1.9493 1.0849 2.8684
N -2.0014 0.3515 1.5777
H 1.1539 2.5435 0.7133
H -0.3351 2.9993 0.2745
H 0.1762 3.7963 2.4649
H 0.5530 2.1460 2.9351
H -2.2147 3.0302 1.9771
H -1.7255 3.0420 3.6451
H -2.9204 1.0186 3.3605
H -1.2262 0.5682 3.5027
H -2.7295 0.7527 0.9917
H -2.3015 -0.6010 1.7651
C 1.2412 -1.6477 3.1969
C 2.0359 -0.5178 2.6151
O 1.5880 0.1296 1.6564
C 3.3357 -0.1444 3.1847
C 3.8190 -0.7785 4.3307
C 5.0353 -0.3970 4.8730
C 5.7719 0.6114 4.2688
C 5.2983 1.2462 3.1232
C 4.0840 0.8721 2.5833
H 0.3904 -1.8789 2.5638
H 0.8879 -1.3655 4.1924
H 1.8554 -2.5394 3.3195
H 3.2516 -1.5654 4.8088
H 5.4075 -0.8846 5.7633
H 6.7224 0.9077 4.6926
H 5.8818 2.0334 2.6650
H 3.7009 1.3564 1.6943
O 4.3728 0.6576 -1.2735
C 4.3922 1.0130 -2.6559
N 4.3416 2.4240 -2.8911
C 3.2293 3.1895 -3.1214
O 3.2977 4.3481 -3.4546
C 1.8652 2.5505 -3.0062
C 0.9295 2.8284 -3.9947
C -0.3609 2.3517 -3.8509
C -0.6922 1.6441 -2.7119
N 0.1925 1.4008 -1.7362
C 1.4539 1.8350 -1.8980
H 5.2531 0.7929 -0.9057
H 3.5204 0.5332 -3.0932
H 5.2847 0.6112 -3.1331
H 5.2060 2.9321 -3.0130
H 1.2170 3.4260 -4.8502
H -1.1149 2.5407 -4.6019
H -1.6932 1.2668 -2.5605
H 2.1588 1.5928 -1.1094
Cl 1.4441 -1.6260 -2.6419
C 1.7984 -1.5197 -0.9821
H 2.5935 -0.8374 -0.7092
H 1.6316 -2.4320 -0.4284

Charges obtained by Mulliken population analysis, quoted in units of e:
1 Ir 2.832
2 O -0.165
3 N -0.729
4 N 0.979
5 O -0.531
6 C 0.676
7 C -0.317
8 C -0.663
9 C -0.500
10 C -0.615
11 C -0.318
12 H 0.327
13 H 0.410
14 H 0.418
15 H 0.412
16 H 0.459
17 N -0.515
18 C -0.585
19 C -0.774
20 C -0.716
21 N -0.677
22 H 0.214
23 H 0.266
24 H 0.482
25 H 0.179
26 H 0.328
27 H 0.390
28 H 0.462
29 H 0.260
30 H 0.288
31 H 0.298
32 C -1.462
33 C 0.613
34 O -0.709
35 C 0.742
36 C -0.549
37 C -0.875
38 C -0.411
39 C -0.855
40 C -0.062
41 H -0.090
42 H 0.447
43 H 0.543
44 H 0.414
45 H 0.423
46 H 0.421
47 H 0.442
48 H 0.363
49 O -0.413
50 C -0.729
51 N -0.074
52 C 0.071
53 O -0.579
54 C -0.093
55 C -0.558
56 C -0.925
57 C -0.318
58 N -0.019
59 C 0.284
60 H 0.290
61 H 0.452
62 H 0.465
63 H 0.266
64 H 0.542
65 H 0.455
66 H 0.404
67 H 0.453
68 Cl -0.087
69 C -0.606
70 H 0.247
71 H 0.503


DFT (the ωB97M-V functional and the def2-TZVPD basis) results for a structure of composition C25H19AsF3MnN2OPS5.

Summary:
LUMO energy (alpha / beta), Eh: 0.0433 / 0.0464
Strongest force on any atom, eV/Å: 4.81
Net charge: -1
2S+1: 5
Highest occupied orbital energy (alpha / beta), eV: -3.810 / -3.821
Kohn-Sham gap (alpha / beta), eV: 5.0 / 5.1
Energy relative to the best compared isomer or geometry (same formula, charge and spin), eV: 0.761

Positions of all 58 atoms, in Å:
Mn -5.9305 -8.6943 14.9597
S -8.2097 -12.2799 16.1263
As -8.3742 -10.1513 16.0051
S -7.7756 -9.5885 13.8660
S -6.9377 -8.9136 17.1961
S -10.3581 -9.5043 16.3116
F -0.8631 -11.8579 17.3696
C -1.6794 -10.7417 17.2574
F -1.9123 -10.2606 18.5251
F -1.0675 -9.8008 16.5103
C -3.0352 -11.1048 16.5997
C -3.5257 -12.4201 16.6724
C -4.4349 -12.8517 15.6735
C -5.0916 -11.8519 14.9383
N -4.6725 -10.6140 14.8878
C -3.7231 -10.1819 15.8199
S -3.7595 -8.4640 15.8056
H -3.1664 -13.0797 17.4572
H -4.5452 -13.9335 15.4815
H -6.0313 -12.0236 14.3963
O -6.1575 -5.6091 16.0721
N -6.5383 -6.4661 15.0066
C -7.4563 -5.7507 14.3685
C -7.7349 -6.0576 12.9814
C -8.9630 -5.7088 12.3824
C -9.2999 -6.0050 11.0802
C -8.3575 -6.7923 10.3233
C -7.0785 -7.0227 10.8740
C -6.8623 -6.8180 12.2561
P -5.3489 -7.4421 12.9411
C -4.5827 -8.7305 11.9611
C -3.1828 -8.9433 12.0052
C -2.5698 -9.8995 11.2075
C -3.3527 -10.8186 10.4730
C -4.7557 -10.7236 10.6102
C -5.3477 -9.6647 11.2952
C -4.1860 -6.0269 12.7660
C -3.5800 -5.7801 11.5376
C -2.6451 -4.7978 11.4930
C -2.4727 -3.9405 12.5538
C -3.0635 -4.1672 13.7938
C -3.9664 -5.2082 13.8840
H -5.8466 -6.1623 16.7809
H -7.8553 -4.8711 14.7746
H -9.5498 -5.0508 13.0455
H -10.1789 -5.6670 10.5395
H -8.6428 -7.2474 9.3775
H -6.3340 -7.3991 10.1514
H -2.6109 -8.2780 12.6810
H -1.4729 -9.9534 11.1482
H -2.8462 -11.6367 10.0112
H -5.4479 -11.3519 10.1584
H -6.4178 -9.5322 11.1847
H -3.8441 -6.4305 10.6793
H -1.9352 -4.7065 10.7121
H -1.9194 -3.0411 12.4171
H -2.6851 -3.5876 14.6366
H -4.4302 -5.3545 14.8327

Charges obtained by natural (NBO) population analysis, quoted in units of e:
1 Mn 0.686
2 S -0.739
3 As 0.971
4 S -0.568
5 S -0.546
6 S -0.730
7 F -0.339
8 C 0.990
9 F -0.331
10 F -0.311
11 C -0.238
12 C -0.101
13 C -0.271
14 C 0.109
15 N -0.555
16 C 0.098
17 S -0.170
18 H 0.224
19 H 0.225
20 H 0.254
21 O -0.566
22 N -0.182
23 C 0.141
24 C -0.100
25 C -0.156
26 C -0.199
27 C -0.175
28 C -0.194
29 C -0.316
30 P 1.006
31 C -0.388
32 C -0.181
33 C -0.217
34 C -0.201
35 C -0.205
36 C -0.182
37 C -0.321
38 C -0.190
39 C -0.212
40 C -0.195
41 C -0.204
42 C -0.190
43 H 0.490
44 H 0.207
45 H 0.215
46 H 0.221
47 H 0.216
48 H 0.226
49 H 0.233
50 H 0.214
51 H 0.211
52 H 0.211
53 H 0.232
54 H 0.226
55 H 0.209
56 H 0.203
57 H 0.218
58 H 0.240


DFT (the ωB97M-V functional and the def2-TZVPD basis) results for a structure of composition C14H30ClN2O6ReSSe2.

Summary:
LUMO energy (alpha / beta), Eh: -0.1472 / -0.1609
Strongest force on any atom, eV/Å: 0.51
Net charge: +1
2S+1: 2
Highest occupied orbital energy (alpha / beta), eV: -10.950 / -11.473
Kohn-Sham gap (alpha / beta), eV: 6.9 / 7.1
Energy relative to the best compared isomer or geometry (same formula, charge and spin), eV: 0.149

Positions of all 57 atoms, in Å:
Re 1.1735 0.5950 2.2037
O 0.4615 6.7571 1.3710
C 0.1014 5.9574 2.4811
C 0.1154 4.4798 2.0500
C -1.0367 4.3239 1.0383
O -0.8801 3.1742 0.2135
C 1.4835 4.2109 1.4247
Se 2.1561 2.3865 1.1286
C -0.0809 3.6829 3.3421
Se -0.5906 1.8153 3.1081
H 0.4816 7.6819 1.6344
H -0.9030 6.2093 2.8428
H 0.8054 6.0891 3.3096
H -1.0533 5.2190 0.4139
H -1.9850 4.2681 1.5869
H -1.4610 3.2766 -0.5463
H 2.2580 4.6420 2.0601
H 1.5532 4.6888 0.4516
H -0.9030 4.1155 3.9151
H 0.8192 3.7200 3.9553
O 3.0786 -2.5546 2.2789
Cl 3.3596 -1.1813 2.1335
O 4.7158 -0.8534 2.1734
O 2.6834 -0.6176 0.9555
O 2.6159 -0.4134 3.2460
C -2.9801 0.4140 -1.2795
C -2.2506 -0.5745 -2.1843
C -0.8405 -0.1205 -2.5616
C 0.1241 -0.0842 -1.3838
N 0.3904 -1.4425 -0.8961
C 0.1960 -1.9318 0.3122
S -0.4623 -0.9680 1.6372
N 0.4359 -3.2057 0.5657
C 0.9009 -4.1883 -0.4129
C -0.2039 -4.6743 -1.3445
C 0.3271 -5.6512 -2.3873
C -0.7705 -6.1487 -3.3188
H -3.9972 0.0801 -1.0752
H -3.0488 1.3933 -1.7585
H -2.4805 0.5420 -0.3178
H -2.8259 -0.7211 -3.0996
H -2.2052 -1.5557 -1.6986
H -0.8786 0.8850 -2.9883
H -0.4272 -0.7634 -3.3457
H -0.2773 0.5028 -0.5644
H 1.0771 0.3638 -1.6662
H 0.7484 -2.0828 -1.5918
H 0.3400 -3.4876 1.5284
H 1.3148 -5.0210 0.1530
H 1.7391 -3.7628 -0.9752
H -0.6794 -3.8237 -1.8456
H -0.9852 -5.1509 -0.7467
H 0.7966 -6.4993 -1.8808
H 1.1172 -5.1674 -2.9704
H -1.5523 -6.6669 -2.7608
H -0.3739 -6.8422 -4.0591
H -1.2370 -5.3194 -3.8546

Charges obtained by natural (NBO) population analysis, quoted in units of e:
1 Re 0.539
2 O -0.729
3 C -0.050
4 C -0.128
5 C -0.074
6 O -0.744
7 C -0.554
8 Se 0.268
9 C -0.581
10 Se 0.291
11 H 0.488
12 H 0.176
13 H 0.175
14 H 0.201
15 H 0.173
16 H 0.482
17 H 0.238
18 H 0.256
19 H 0.236
20 H 0.236
21 O -0.741
22 Cl 2.524
23 O -0.699
24 O -0.824
25 O -0.794
26 C -0.615
27 C -0.402
28 C -0.406
29 C -0.237
30 N -0.554
31 C 0.400
32 S -0.043
33 N -0.542
34 C -0.233
35 C -0.408
36 C -0.396
37 C -0.602
38 H 0.228
39 H 0.199
40 H 0.206
41 H 0.221
42 H 0.192
43 H 0.222
44 H 0.207
45 H 0.240
46 H 0.222
47 H 0.412
48 H 0.435
49 H 0.236
50 H 0.198
51 H 0.194
52 H 0.217
53 H 0.207
54 H 0.197
55 H 0.210
56 H 0.225
57 H 0.204


DFT (the ωB97M-V functional and the def2-TZVPD basis) results for a cluster of 2 separate species, C5H9NS in total.

Summary:
Structure (SMILES): C1[C@@H]2S[C@H]12.[H]/N=C\C
LUMO energy, Eh: 0.0294
Strongest force on any atom, eV/Å: 3.29
Net charge: 0
Highest occupied orbital energy, eV: -8.558
Kohn-Sham gap, eV: 9.4
Energy relative to the best compared isomer or geometry (same formula, charge and spin), eV: 3.953

Positions of all 16 atoms, in Å:
C -3.6598 -0.0478 1.0805
C -2.3296 0.1654 0.4387
S -1.5264 -1.4188 0.8296
C -2.3621 -0.2070 1.8491
H -4.5103 -0.7620 0.8967
H -4.2944 0.8846 1.3677
H -1.7384 0.9211 -0.1621
H -1.9843 0.2307 2.7494
H 3.2854 -0.1626 -1.6665
N 2.3094 -0.1902 -1.9101
C 1.5106 -0.5850 -1.0693
C 1.7670 -0.8366 0.4223
H 0.4500 -0.6558 -1.4440
H 2.1541 0.1403 0.9235
H 0.7307 -1.0984 0.8938
H 2.4140 -1.6942 0.4097

Charges obtained by natural (NBO) population analysis, quoted in units of e:
1 C -0.414
2 C -0.313
3 S 0.141
4 C -0.323
5 H 0.229
6 H 0.212
7 H 0.262
8 H 0.245
9 H 0.329
10 N -0.627
11 C 0.159
12 C -0.738
13 H 0.147
14 H 0.226
15 H 0.239
16 H 0.225


DFT (the ωB97M-V functional and the def2-TZVPD basis) results for the ion C2H2NO2S2 with charge -1.

Summary:
LUMO energy (alpha / beta), Eh: 0.0884 / 0.0883
Strongest force on any atom, eV/Å: 3.81
Net charge: -1
Highest occupied orbital energy (alpha / beta), eV: -3.203 / -3.201
Kohn-Sham gap (alpha / beta), eV: 5.6 / 5.6
Energy relative to the best compared isomer or geometry (same formula, charge and spin), eV: 2.859

Positions of all 9 atoms, in Å:
C 0.2359 -0.1050 1.5930
C -0.2961 -0.1558 0.1553
N 1.2699 -0.9706 1.6356
O -0.2036 0.6124 2.4763
O 3.2534 -2.1831 0.8137
S -1.6754 -1.3188 0.2667
S 1.8581 -2.3292 1.1555
H -0.8333 0.7504 -0.1028
H 0.4847 -0.6596 -0.3108

Charges obtained by natural (NBO) population analysis, quoted in units of e:
1 C 0.657
2 C -0.625
3 N -0.790
4 O -0.607
5 O -0.906
6 S -0.587
7 S 1.422
8 H 0.241
9 H 0.194


Calculated total energy, respectively: -10937.6002, -60979.4428, -195039.0677, -186437.4826, -17652.2403, -29361.4576 eV.